Computed, not measured: the molecule C11H19P, with the ωB97M-V functional and the def2-TZVPD basis.

Each line ends with the natural charge from an NBO analysis.
Element x y z (Å)
C  -0.277  -0.355  1.451  -0.26
C  -0.648  -1.712  1.935  -0.45
C  0.520  -2.654  1.498  -0.38
C  0.670  -2.778  -0.097  -0.38
C  0.934  -1.372  -0.662  -0.40
C  0.376  0.438  2.586  -0.58
C  -0.123  -0.357  -0.210  -0.19
C  -1.042  3.372  -1.162  -0.61
C  1.002  1.175  -1.819  -0.60
C  -1.306  1.897  -1.110  -0.39
C  -0.055  1.114  -0.740  -0.27
P  -1.149  1.016  2.358  0.62
H  -0.770  -1.819  2.971  0.21
H  -1.564  -2.069  1.443  0.19
H  1.465  -2.143  1.673  0.19
H  0.428  -3.563  1.990  0.20
H  1.443  -3.422  -0.329  0.21
H  -0.364  -3.142  -0.402  0.19
H  2.031  -0.985  -0.461  0.20
H  0.808  -1.514  -1.712  0.21
H  1.269  0.228  3.196  0.24
H  -1.134  -0.841  -0.474  0.21
H  -0.444  3.623  -0.249  0.21
H  -1.985  3.964  -1.033  0.21
H  -0.576  3.617  -2.088  0.20
H  1.166  2.169  -2.390  0.22
H  0.843  0.359  -2.635  0.19
H  1.967  0.803  -1.314  0.21
H  -2.130  1.867  -0.253  0.20
H  -1.888  1.379  -1.953  0.21
H  0.531  1.705  -0.011  0.21

The net charge is 0. As for the spin multiplicity: 1. Its HOMO energy is -0.3171 Ha. The structure (SMILES) is CC[C@H](C)[C@H]1CCCC[C@@]12C=P2. Its orbital gap is 8.859 eV.



Computed, not measured: a structure of composition C11H20AgCl10O3, with the ωB97M-V functional and the def2-TZVPD basis.

Each line ends with the natural charge from an NBO analysis.
Element x y z (Å)
Ag  -10.649  -1.711  -19.294  0.94
C  -12.824  -2.714  -19.786  0.90
O  -12.185  -3.405  -19.114  -0.61
O  -12.225  -2.573  -20.830  -0.61
O  -12.902  -1.623  -19.255  -0.65
Cl  -15.237  -3.262  -24.767  -0.05
C  -13.925  -3.320  -23.534  -0.38
C  -12.502  -3.173  -24.091  -0.39
Cl  -12.111  -4.689  -24.936  -0.07
H  -13.948  -4.177  -22.861  0.22
H  -14.067  -2.410  -22.952  0.21
H  -11.784  -2.976  -23.295  0.23
H  -12.463  -2.339  -24.791  0.22
Cl  -15.200  -7.176  -20.917  -0.05
C  -14.764  -6.122  -19.506  -0.38
C  -13.274  -6.289  -19.110  -0.37
Cl  -12.896  -8.019  -18.676  -0.07
H  -15.406  -6.375  -18.662  0.22
H  -14.978  -5.067  -19.674  0.21
H  -13.077  -5.703  -18.212  0.22
H  -12.576  -5.883  -19.842  0.22
Cl  -7.541  -5.072  -22.943  -0.05
C  -9.278  -4.974  -22.508  -0.39
C  -9.646  -5.146  -21.027  -0.36
Cl  -8.901  -3.840  -20.017  -0.10
H  -9.693  -5.875  -22.959  0.24
H  -9.697  -4.086  -22.982  0.22
H  -9.249  -6.091  -20.656  0.24
H  -10.736  -5.130  -21.022  0.24
Cl  -14.748  -1.997  -15.059  -0.09
C  -13.722  -2.986  -16.234  -0.35
C  -13.152  -4.183  -15.483  -0.39
Cl  -12.011  -3.746  -14.140  -0.06
H  -12.862  -2.370  -16.496  0.23
H  -14.378  -3.295  -17.048  0.22
H  -12.678  -4.903  -16.150  0.22
H  -13.881  -4.909  -15.126  0.23
Cl  -14.594  2.679  -22.687  -0.07
C  -14.496  0.989  -22.023  -0.37
C  -15.338  0.739  -20.764  -0.40
Cl  -16.972  1.386  -20.963  -0.04
H  -13.446  0.860  -21.759  0.22
H  -14.759  0.306  -22.831  0.21
H  -14.847  1.255  -19.939  0.22
H  -15.296  -0.318  -20.503  0.23

The net charge is 0. As for the spin multiplicity: 2. Its HOMO energy (alpha / beta) is -0.3957 / -0.3948 Ha. Its orbital gap (alpha / beta) is 8.575 / 8.315 eV.



Computed, not measured: a structure of composition C11H20AuI2N3O, with the ωB97M-V functional and the def2-TZVPD basis.

Each line ends with the natural charge from an NBO analysis.
Element x y z (Å)
C  2.266  -1.737  1.210  -0.80
I  -1.090  -2.362  0.333  -0.82
H  3.351  -1.788  1.424  0.16
H  2.049  -2.215  0.246  0.24
H  1.721  -2.298  1.987  0.26
C  1.184  -0.872  -4.119  -0.10
C  0.987  -0.366  -1.951  0.18
N  0.301  -0.667  -3.065  -0.38
H  3.377  -0.760  -4.104  0.20
I  0.334  2.670  -0.975  -0.87
N  2.281  -0.352  -2.309  -0.39
H  0.842  -1.128  -5.105  0.20
Au  0.085  0.105  -0.209  0.85
C  1.822  -0.325  1.202  0.31
O  2.154  0.650  1.811  -0.63
C  2.416  -0.691  -3.643  -0.10
C  3.454  -0.039  -1.499  -0.40
H  4.263  0.158  -2.215  0.18
H  3.741  -0.895  -0.877  0.21
H  3.277  0.846  -0.884  0.26
C  -1.141  -0.694  -3.214  -0.42
H  -1.396  -1.394  -4.015  0.18
H  -1.515  0.300  -3.499  0.21
H  -1.612  -1.028  -2.281  0.28
C  -1.679  2.298  2.777  -0.61
C  -2.088  0.940  2.243  0.03
C  -2.169  -0.034  3.410  -0.61
C  -3.466  1.061  1.615  -0.61
N  -1.000  0.247  1.449  -0.78
H  -2.408  2.613  3.540  0.17
H  -1.654  3.053  1.986  0.22
H  -0.690  2.240  3.239  0.22
H  -2.887  0.313  4.153  0.14
H  -2.448  -1.024  3.039  0.22
H  -1.175  -0.123  3.860  0.21
H  -3.497  1.805  0.810  0.20
H  -3.827  0.100  1.231  0.21
H  -4.163  1.396  2.402  0.17

The net charge is -2. As for the spin multiplicity: 3. Its HOMO energy (alpha / beta) is 0.0629 / 0.0555 Ha. Its orbital gap (alpha / beta) is 3.209 / 3.386 eV.



Computed, not measured: a structure of composition C11H20BrClFIO6Si2, with the ωB97M-V functional and the def2-TZVPD basis.

Each line ends with the natural charge from an NBO analysis.
Element x y z (Å)
C  -3.880  -3.846  1.791  -0.61
C  -4.229  -3.632  0.321  -0.42
C  -3.193  -2.738  -0.386  -0.65
Cl  -2.864  -3.290  -2.063  -0.06
Si  -3.895  -1.010  -0.493  1.46
O  -2.721  0.037  -1.037  -1.28
Si  -2.586  1.605  -0.637  1.57
Br  -4.606  2.555  -0.683  -0.30
I  -1.679  1.764  1.617  -0.20
C  -1.501  2.488  -1.843  -0.95
C  -0.313  1.640  -2.342  -0.43
C  0.968  1.907  -1.567  -0.08
O  2.084  1.659  -2.441  -0.50
C  3.267  1.485  -1.846  0.81
C  4.343  1.108  -2.814  -0.72
O  3.415  1.621  -0.661  -0.63
H  -4.629  -4.481  2.272  0.22
H  -3.862  -2.903  2.344  0.21
H  -2.910  -4.337  1.896  0.21
H  -4.284  -4.593  -0.197  0.23
H  -5.235  -3.194  0.249  0.20
H  -2.253  -2.772  0.166  0.24
H  -4.345  -0.622  0.861  -0.20
H  -5.029  -1.030  -1.428  -0.18
H  -1.136  3.387  -1.334  0.25
H  -2.122  2.837  -2.672  0.26
H  -0.123  1.884  -3.392  0.23
H  -0.546  0.572  -2.315  0.22
H  1.070  1.264  -0.690  0.21
H  1.016  2.944  -1.221  0.18
H  5.185  1.792  -2.693  0.24
H  3.995  1.137  -3.844  0.24
H  4.689  0.099  -2.578  0.24
C  4.292  0.347  2.116  -0.14
C  2.905  0.640  2.645  0.45
O  3.030  0.320  4.018  -0.50
C  4.339  0.465  4.375  0.97
O  4.736  0.488  5.489  -0.56
O  5.106  0.591  3.268  -0.49
F  1.952  -0.149  2.089  -0.33
H  4.375  -0.703  1.827  0.20
H  4.582  0.986  1.289  0.24
H  2.592  1.680  2.546  0.16

The net charge is 0. As for the spin multiplicity: 1. Its HOMO energy is -0.3702 Ha. Its orbital gap is 10.386 eV.